(1)
C7H16ClN5 | wB97M-V/def2-TZVPD

SMILES string ... CC/[NH+]=C1/N=C(Cl)N([NH2+]CC)CN1
Lowest unoccupied orbital energy ... -7.9 eV
Multiplicity ... 1
Kohn-Sham gap ... 9.71 eV
Net charge ... +2
Highest occupied orbital energy ... -17.647 eV
Molecular weight ... 205.693 u

Last column: natural (NBO) charge in e.
Geometry (Å):
C: -2.50967 1.90612 -2.85816  -0.5808
C: -2.75469 0.33879 -2.79268  -0.2789
N: -2.69740 -0.10761 -1.42154  -0.4734
C: -1.59579 -0.09780 -0.71700  0.6606
N: -1.77707 -0.51492 0.60223  -0.4834
C: -0.97328 -0.39827 1.56768  0.4345
Cl: -1.18322 -0.85067 3.19194  0.2182
N: 0.49559 0.34489 1.06359  -0.2992
N: 1.56365 0.26634 2.05989  -0.3657
C: 2.27072 -1.05087 2.28246  -0.2584
C: 3.67868 -1.03993 1.92258  -0.6642
C: 0.77940 -0.17028 -0.25154  -0.0691
N: -0.37008 0.09667 -1.16527  -0.5433
H: -2.30171 2.13142 -1.74021  0.1876
H: -1.65815 2.12170 -3.38290  0.2152
H: -3.33082 2.40604 -3.23519  0.2482
H: -2.01146 -0.15819 -3.45658  0.2290
H: -3.77276 0.25417 -3.23169  0.2683
H: -3.64624 -0.46434 -1.02414  0.4876
H: 1.12257 0.66676 2.85383  0.4545
H: 2.37134 0.90877 1.77426  0.4576
H: 2.23254 -1.10751 3.48842  0.2540
H: 1.72620 -1.93759 1.81688  0.2482
H: 4.17100 -0.27472 2.53211  0.2373
H: 4.07035 -2.06053 2.26194  0.2930
H: 3.83599 -0.87233 0.84555  0.2288
H: 0.84435 -1.22302 -0.27784  0.2042
H: 1.56954 0.34119 -0.67713  0.2370
H: -0.14959 0.54571 -2.03148  0.4525



(2)
C7H16ClNO2P | wB97M-V/def2-TZVPD

Lowest unoccupied orbital energy (alpha / beta) ... 3.1 / 2.7 eV
Multiplicity ... 1
Kohn-Sham gap (alpha / beta) ... 8.64 / 6.49 eV
Net charge ... -1
Highest occupied orbital energy (alpha / beta) ... -5.578 / -3.833 eV
Molecular weight ... 212.637 u

Last column: natural (NBO) charge in e.
Geometry (Å):
C: -0.64106 -1.36617 -1.72507  -0.6191
C: -0.06092 -3.00727 0.09435  -0.6376
C: 0.87599 1.81824 1.20332  -0.6022
C: -1.37460 1.15171 0.26769  -0.6136
C: -0.63031 -1.62117 -0.17494  -0.2131
C: 0.16456 0.84243 0.28438  -0.2091
C: 0.32692 -0.62825 0.59252  -0.1142
N: 1.66422 -0.91839 0.41990  -0.5109
O: 4.49787 2.04220 0.86462  -1.1005
O: 4.13242 1.42097 -1.55819  -1.1018
P: 4.08974 1.00535 -0.12972  1.7706
Cl: 5.58202 -0.47949 0.01708  -0.4508
H: -1.21876 -0.44155 -2.01860  0.1991
H: -1.16064 -2.10778 -2.22095  0.1984
H: 0.37423 -1.26491 -2.18167  0.2159
H: 0.15781 -3.55765 -0.76343  0.2018
H: -0.81754 -3.46253 0.68073  0.2069
H: 0.96760 -2.91290 0.43263  0.2468
H: 0.43078 1.81569 2.15939  0.1868
H: 1.89678 1.66127 1.29886  0.2408
H: 0.75017 2.73716 0.62648  0.2030
H: -1.93252 1.09365 1.30989  0.1875
H: -1.72949 2.07671 -0.12336  0.2046
H: -1.76349 0.28554 -0.42474  0.2036
H: -1.62836 -1.46432 0.21659  0.2014
H: 0.52017 1.08367 -0.73945  0.2072
H: 0.13914 -0.70463 1.69632  0.1734
H: 2.04877 -0.87540 -0.54744  0.3251



(3)
C7H16F6NO8S2V2 | wB97M-V/def2-TZVPD

Lowest unoccupied orbital energy (alpha / beta) ... -4.4 / -4.4 eV
Multiplicity ... 7
Kohn-Sham gap (alpha / beta) ... 8.09 / 8.66 eV
Net charge ... +1
Highest occupied orbital energy (alpha / beta) ... -12.454 / -13.075 eV
Molecular weight ... 522.214 u

Last column: natural (NBO) charge in e.
Geometry (Å):
V: 1.23558 -1.00446 -0.95343  1.5500
V: -0.19802 1.71448 -2.25755  1.6159
C: 2.60519 0.62482 -3.60893  -0.2361
O: 1.80615 0.54265 -2.48848  -1.0055
H: 2.80287 1.68284 -3.78104  0.1570
H: 3.54176 0.09396 -3.43825  0.1716
H: 2.22659 0.31211 -4.58206  0.1581
C: 3.32313 2.22830 0.82480  0.8336
F: 3.87177 2.00021 -0.32145  -0.2887
F: 4.05638 1.65308 1.78720  -0.2848
F: 3.37623 3.57083 0.96213  -0.3029
S: 1.36419 1.67274 0.94144  2.0762
O: 0.79594 2.32655 2.15730  -0.8081
O: 0.77856 2.25542 -0.28657  -0.9805
N: 1.47279 -0.04591 0.95690  -1.2585
S: 1.49726 -0.55290 2.40483  2.1479
O: 1.91468 -1.97612 2.38134  -0.9068
O: 2.16728 0.27962 3.47405  -0.8417
C: -0.33453 -0.58417 3.01400  0.7500
F: -0.25667 -0.61801 4.31561  -0.2857
F: -1.01595 0.56350 2.72604  -0.3201
F: -1.01769 -1.69401 2.65355  -0.3157
O: -0.64147 -0.13364 -1.28548  -1.2306
H: -1.49463 -0.60920 -1.26378  0.4891
C: -3.26135 1.70236 0.41114  -0.6444
C: -3.11678 2.16013 -0.92191  -0.0693
O: -1.95855 2.95902 -1.12657  -0.7829
H: -4.18785 1.14238 0.53811  0.2407
H: -3.34984 2.58418 1.04569  0.2157
H: -2.41340 1.12840 0.78483  0.2254
H: -3.98588 2.76342 -1.18422  0.1883
H: -3.15920 1.31115 -1.60421  0.1681
H: -2.04359 3.72962 -0.56041  0.5139
C: -1.58628 -3.40743 -0.47955  -0.6425
C: -0.42543 -4.07624 0.07537  -0.0642
O: 0.70713 -3.28517 -0.18746  -0.7801
H: -1.75405 -2.36747 -0.19950  0.2024
H: -2.43099 -4.08421 -0.35098  0.2497
H: -1.56079 -3.46936 -1.56749  0.2126
H: -0.30490 -5.08980 -0.30708  0.1885
H: -0.48390 -4.19207 1.15762  0.1902
H: 1.43823 -3.81140 0.14447  0.5039



(4)
C7H16MgNO | wB97M-V/def2-TZVPD

Lowest unoccupied orbital energy ... -7.1 eV
Multiplicity ... 1
Kohn-Sham gap ... 2.71 eV
Net charge ... +1
Highest occupied orbital energy ... -9.835 eV
Molecular weight ... 154.516 u

Last column: natural (NBO) charge in e.
Geometry (Å):
C: -1.65702 -1.89995 -0.84818  -0.4475
N: -1.57333 -0.77300 -1.76626  -0.4993
C: -1.93451 0.48940 -1.21919  -0.3196
C: -0.74328 1.05670 -0.44629  0.3580
C: -0.91789 1.21073 0.97209  -0.5797
C: 0.33505 1.25461 1.86098  -0.4338
C: 1.68333 1.28141 1.16301  -0.0738
O: 2.22668 -0.02268 1.09319  -0.5353
C: 2.60131 -0.45042 -0.20278  -0.2602
H: -0.67270 -2.39448 -0.72483  0.1478
H: -2.05934 -1.61988 0.11452  0.1947
H: -2.31180 -2.66492 -1.23835  0.2311
H: -0.67809 -0.74012 -2.23790  0.3831
H: -2.16404 1.16306 -2.03396  0.2489
H: -2.79336 0.39898 -0.58074  0.2458
H: 0.12301 0.44095 -0.70064  0.2138
H: -1.59251 0.41407 1.27700  0.3239
H: -1.48710 2.12122 1.16568  0.3080
H: 0.28253 0.41823 2.53373  0.2496
H: 0.28773 2.12749 2.48981  0.2339
H: 1.68314 1.79834 0.20997  0.1683
H: 2.33637 1.85194 1.80792  0.2092
H: 3.51730 -1.01245 -0.16648  0.2142
H: 2.75747 0.35599 -0.90563  0.1745
H: 1.84714 -1.14272 -0.57590  0.1398
Mg: 0.90394 -3.66249 -1.04074  0.1047



(5)
C7H16N | wB97M-V/def2-TZVPD

Lowest unoccupied orbital energy ... -6.8 eV
Multiplicity ... 1
Kohn-Sham gap ... 5.14 eV
Net charge ... +1
Highest occupied orbital energy ... -11.903 eV
Molecular weight ... 114.212 u

Last column: natural (NBO) charge in e.
Geometry (Å):
C: -2.15043 0.99892 -2.36018  -0.6154
C: -2.82978 0.11507 -1.30986  -0.3879
C: -2.36059 0.39732 0.13230  -0.4331
C: -0.84510 0.44386 0.28219  -0.1484
C: -0.19395 1.60054 0.55656  -0.0397
C: -0.05548 -0.68552 0.02868  0.2805
C: -0.45154 -2.03279 0.35988  -0.7505
N: 6.66017 -0.41000 2.14744  -1.0892
H: -2.40401 0.66711 -3.36590  0.2379
H: -1.06901 0.87137 -2.26352  0.1835
H: -2.41987 2.05474 -2.31466  0.2212
H: -3.90059 0.27337 -1.31003  0.2365
H: -2.71407 -0.42270 0.75794  0.2294
H: -2.78025 1.32577 0.51198  0.2333
H: 0.88818 1.66662 0.50618  0.2206
H: -0.74714 2.46044 0.90158  0.2317
H: 0.99636 -0.50903 -0.18315  0.2296
H: 7.54880 -0.84328 1.92350  0.3734
H: -1.44626 -2.35244 0.05484  0.2837
H: -0.49309 -2.11388 1.45768  0.3205
H: 0.25945 -2.77229 0.02114  0.2703
H: -2.57392 -0.90558 -1.56472  0.1959
H: 6.50262 -0.38963 3.14600  0.3581
H: 6.57951 0.56200 1.88413  0.3580



(6)
C7H16N | wB97M-V/def2-TZVPD

Lowest unoccupied orbital energy ... -7.2 eV
Multiplicity ... 1
Kohn-Sham gap ... 5.07 eV
Net charge ... +1
Highest occupied orbital energy ... -12.311 eV
Molecular weight ... 114.212 u

Last column: natural (NBO) charge in e.
Geometry (Å):
C: -0.45689 2.52515 -0.77443  -0.6138
C: -1.58842 1.57425 -1.03896  -0.4124
C: -1.91255 0.85821 0.27784  -0.4109
C: -0.61674 0.17125 0.96613  -0.1558
C: -0.24275 0.68201 2.18595  -0.0801
C: -0.02194 -0.83817 0.14123  0.3205
C: -0.70356 -1.98628 -0.56839  -0.7620
N: 4.17903 -2.43356 -0.24906  -1.0875
H: -0.21780 3.19648 -1.63836  0.2461
H: 0.47001 1.96454 -0.46405  0.1882
H: -0.66154 3.16806 0.09965  0.2109
H: -2.41928 2.00944 -1.55420  0.2454
H: -2.78850 0.16756 0.15653  0.2426
H: -2.15612 1.61049 1.01898  0.2181
H: 0.64640 0.15792 2.71305  0.2263
H: -0.91204 1.14150 2.88286  0.2442
H: 1.06797 -0.92437 0.29139  0.2188
H: 3.24624 -2.25416 -0.49739  0.3458
H: -0.90773 -1.93890 -1.64967  0.3143
H: -1.68391 -2.09124 0.03046  0.2647
H: -0.34885 -3.03103 -0.30733  0.3030
H: -1.28882 0.80146 -1.75551  0.1887
H: 4.86980 -2.34193 -0.91991  0.3780
H: 4.44799 -2.18869 0.65319  0.3668



(7)
C7H16N | wB97M-V/def2-TZVPD

SMILES string ... C=CCCC[C@@H](C)[NH3+]
Lowest unoccupied orbital energy ... -3.4 eV
Multiplicity ... 1
Kohn-Sham gap ... 9.79 eV
Net charge ... +1
Highest occupied orbital energy ... -13.140 eV
Molecular weight ... 114.212 u

Last column: natural (NBO) charge in e.
Geometry (Å):
C: 0.99192 2.49682 -0.48537  -0.3884
C: 0.07679 2.17779 0.45187  -0.2416
C: 0.37542 1.13600 1.50422  -0.4327
C: 1.28997 -0.04621 1.15677  -0.4235
C: 0.64098 -1.05538 0.21586  -0.4362
C: -0.50866 -0.73167 -0.74728  -0.0612
C: -0.53113 -1.78467 -1.82009  -0.6738
N: -1.76852 -0.87537 0.12569  -0.7074
H: 0.68964 3.39824 -1.04871  0.2144
H: 1.83689 1.97645 -0.94254  0.2128
H: -0.62096 2.95719 0.74884  0.2249
H: -0.57262 0.64764 1.85175  0.1473
H: 0.64430 1.86576 2.31568  0.2651
H: 1.48698 -0.53199 2.10724  0.2376
H: 2.23055 0.44743 0.79507  0.2323
H: 0.38842 -1.98485 0.79262  0.2124
H: 1.46144 -1.44102 -0.48910  0.2559
H: -0.49180 0.31585 -1.07858  0.2671
H: -1.38114 -1.86699 -2.53014  0.2421
H: -0.44458 -2.84693 -1.52668  0.2421
H: 0.28227 -1.48648 -2.49860  0.2605
H: -1.95909 0.03023 0.61393  0.4571
H: -1.59352 -1.50883 0.94318  0.4402
H: -2.52355 -1.28899 -0.45562  0.4531



(8)
C7H16N2 | wB97M-V/def2-TZVPD

SMILES string ... CC(C)(C)/C=C/C(N)N
Lowest unoccupied orbital energy ... 0.8 eV
Multiplicity ... 1
Kohn-Sham gap ... 9.46 eV
Highest occupied orbital energy ... -8.644 eV
Molecular weight ... 128.219 u

Last column: natural (NBO) charge in e.
Geometry (Å):
C: 2.14191 -0.20527 0.72047  -0.6037
C: 0.91795 -0.88731 0.11471  -0.0981
C: 1.32415 -2.15403 -0.63301  -0.5952
C: -0.05632 -1.26936 1.25223  -0.5933
C: 0.07128 0.02168 -0.73203  -0.1909
C: -0.05374 1.33211 -0.56567  -0.2105
C: -1.41686 2.00225 -0.60321  0.0738
N: -1.92051 1.79573 0.75550  -0.8084
N: -2.40578 1.48305 -1.51160  -0.8177
H: 1.85223 0.62909 1.35384  0.2055
H: 2.80198 0.16407 -0.06146  0.2134
H: 2.69434 -0.91494 1.33286  0.2108
H: 2.03480 -1.91935 -1.42452  0.2112
H: 0.45459 -2.62939 -1.08255  0.2049
H: 1.78730 -2.86453 0.04795  0.2060
H: -0.97829 -1.68377 0.84851  0.2041
H: 0.39424 -2.01641 1.90292  0.2095
H: -0.30027 -0.39652 1.85396  0.2051
H: -0.69406 -0.51105 -1.28862  0.1830
H: 0.69246 1.90161 -0.02920  0.1905
H: -1.33914 3.08240 -0.77069  0.1821
H: -1.24633 2.11812 1.43915  0.3559
H: -2.08882 0.80765 0.90880  0.3504
H: -2.54984 0.49173 -1.35624  0.3482
H: -2.11737 1.62253 -2.47210  0.3634



Computed relative energy (zero: lowest compared OMol25 entry of this formula, charge and spin) (kJ/mol) in order:
96.3; 461.9; 300.9; 120.2; 247.8; 417.1; 174.4; 135.3